Here is a structure of composition C54H45BiN7O7S3 from the Open Molecules 2025 dataset. Energies are from ωB97M-V/def2-TZVPD.

Geometry (Å):
Bi: 0.8455 -2.6773 0.2410
S: 3.1901 -2.2408 0.8897
C: 3.0758 -2.9425 2.5721
N: 4.0159 -2.6634 3.4274
N: 5.1125 -1.9969 2.9637
C: 5.5553 -0.8579 3.5942
C: 6.6133 -0.1297 3.0340
C: 7.0551 1.0310 3.6402
C: 6.4608 1.4932 4.8078
C: 5.4152 0.7693 5.3676
C: 4.9656 -0.3983 4.7781
N: 2.0479 -3.6909 2.9522
N: 0.9167 -3.6765 2.3047
C: -0.1256 -4.4239 2.8137
C: -1.3473 -4.4676 2.1285
C: -2.4245 -5.1517 2.6588
C: -2.3180 -5.8017 3.8810
C: -1.1108 -5.7605 4.5684
C: -0.0244 -5.0824 4.0506
H: 5.2800 -2.0427 1.9637
H: 7.0724 -0.4903 2.1212
H: 7.8701 1.5888 3.1949
H: 6.8053 2.4072 5.2747
H: 4.9349 1.1308 6.2683
H: 4.1485 -0.9690 5.1942
H: -1.4273 -3.9831 1.1660
H: -3.3569 -5.1826 2.1078
H: -3.1683 -6.3310 4.2913
H: -1.0189 -6.2669 5.5213
H: 0.9194 -5.0469 4.5740
O: 0.3833 -8.9569 -1.9149
C: -0.7204 -8.4112 -2.3496
O: -1.5486 -9.0202 -3.0032
C: -0.9523 -6.9812 -2.0099
C: -2.0637 -6.2892 -2.4297
N: -1.9662 -5.0505 -1.9188
N: -0.8587 -4.8866 -1.1931
C: -0.2151 -6.0392 -1.2334
C: 1.1293 -6.2029 -0.5482
O: 1.6812 -7.3247 -0.6974
O: 1.6118 -5.2488 0.0947
H: 0.9695 -8.2652 -1.3777
H: -2.8851 -6.6127 -3.0433
H: -2.5689 -4.2668 -2.0944
C: 3.0609 5.6315 3.9448
C: 2.6683 4.7216 2.8150
C: 1.3332 4.3619 2.6320
C: 0.9524 3.5572 1.5738
C: 1.9151 3.1162 0.6786
C: 3.2476 3.4368 0.8539
C: 3.6182 4.2435 1.9195
S: 1.4673 1.9709 -0.6402
O: 2.6906 1.9279 -1.4895
C: 0.3591 3.0595 -1.5482
C: 0.9204 4.1825 -2.1810
C: 0.1368 5.0377 -2.8913
C: -1.2464 4.8039 -3.0285
C: -2.0754 5.6606 -3.7868
C: -3.4019 5.3774 -3.9595
C: -3.9611 4.2235 -3.3852
C: -3.1907 3.3856 -2.6276
C: -1.8200 3.6614 -2.4149
C: -1.0004 2.7720 -1.6523
C: -1.7040 1.6062 -1.0069
C: -2.5062 1.9066 0.1368
C: -2.5663 3.2170 0.6728
C: -3.2688 3.4770 1.8166
C: -3.9587 2.4480 2.4807
C: -3.9360 1.1786 1.9780
C: -3.2153 0.8733 0.8016
C: -3.1726 -0.4349 0.2888
C: -2.4025 -0.7209 -0.7946
C: -1.6458 0.2743 -1.4370
S: -0.5578 -0.3931 -2.7471
O: -0.9172 -1.8252 -2.7845
C: -1.5404 0.3685 -4.0815
C: -2.7777 -0.1566 -4.4069
C: -3.4836 0.3619 -5.4793
C: -2.9589 1.4059 -6.2373
C: -3.7195 1.9626 -7.4091
C: -1.7003 1.9024 -5.9127
C: -0.9871 1.3841 -4.8438
H: 2.5858 5.3259 4.8769
H: 2.7395 6.6528 3.7279
H: 4.1398 5.6327 4.0867
H: 0.5858 4.7080 3.3360
H: -0.0847 3.2724 1.4445
H: 3.9757 3.0452 0.1558
H: 4.6633 4.4881 2.0592
H: 1.9866 4.3459 -2.0880
H: 0.5720 5.9009 -3.3794
H: -1.6421 6.5448 -4.2384
H: -4.0261 6.0351 -4.5507
H: -5.0044 3.9916 -3.5544
H: -3.6175 2.4930 -2.1902
H: -2.0402 4.0170 0.1675
H: -3.2961 4.4814 2.2187
H: -4.4975 2.6676 3.3928
H: -4.4535 0.3775 2.4906
H: -3.7454 -1.2101 0.7821
H: -2.3288 -1.7246 -1.1928
H: -3.1655 -0.9844 -3.8274
H: -4.4477 -0.0575 -5.7392
H: -4.7762 1.7072 -7.3464
H: -3.3291 1.5547 -8.3436
H: -3.6226 3.0473 -7.4535
H: -1.2674 2.6937 -6.5129
H: 0.0017 1.7586 -4.6077
O: 2.4204 -1.9192 -2.7001
N: 1.7117 -1.3946 -1.9663
C: 0.9451 -0.4698 2.7266
H: 1.1381 -1.2384 3.4744
H: 0.5047 0.3946 3.2368
H: 1.9048 -0.1536 2.3149
C: 0.0116 -0.9800 1.6367
H: -0.8879 -1.4115 2.0820
H: -0.2837 -0.1495 1.0014

Output
Charge: -1
Gap between HOMO and LUMO (alpha / beta), eV: 5.9149 / 5.1027
Energy above the lowest of the compared OMol25 structures with the same formula, charge and spin, eV: 0.905

---

Here is a structure of composition C54H45BrIN7O2P2ReS from the Open Molecules 2025 dataset. Energies are from ωB97M-V/def2-TZVPD.

Geometry (Å):
Re: -0.8663 0.1545 0.7614
N: -4.8862 1.0591 -0.7435
C: -3.8231 0.7885 0.0201
S: -2.7754 -0.5427 -0.3963
N: -3.6001 1.4818 1.1015
N: -2.4490 1.0574 1.7264
C: -2.3156 1.4565 2.9521
C: -1.0865 1.0925 3.5793
C: -0.7788 1.3668 4.9115
C: 0.4294 0.9489 5.4175
C: 1.3105 0.2721 4.5726
C: 0.9539 0.0344 3.2667
N: -0.2358 0.4283 2.7608
H: -5.0648 0.5229 -1.5741
H: -5.5794 1.7139 -0.4203
H: -3.1042 2.0173 3.4342
H: -1.4996 1.8953 5.5200
H: 0.6939 1.1444 6.4477
H: 2.2768 -0.0646 4.9215
H: 1.6191 -0.4764 2.5829
C: 1.2414 8.0131 -6.5113
O: 1.3956 6.7061 -5.9446
C: 1.9076 6.5873 -4.7277
C: 2.2893 7.6664 -3.9204
C: 2.8271 7.4128 -2.6787
C: 2.9573 6.1009 -2.2114
C: 2.5862 5.0156 -3.0301
C: 2.0692 5.2616 -4.2702
N: 3.5293 5.9849 -0.9499
N: 3.6561 4.9419 -0.3332
C: 3.0023 3.7704 -0.1934
C: 3.7727 2.5966 -0.0606
C: 3.1892 1.3678 0.1209
C: 1.7941 1.2707 0.2531
O: 1.1889 0.1536 0.4510
C: 0.9983 2.4686 0.1946
N: -0.3372 2.2784 0.3624
C: -1.1259 3.3382 0.3428
C: -0.6277 4.6388 0.1780
C: 0.7141 4.8402 0.0028
C: 1.5708 3.7232 -0.0149
H: 0.8271 7.8543 -7.5003
H: 2.2077 8.5109 -6.5923
H: 0.5529 8.6114 -5.9140
H: 2.1869 8.6841 -4.2645
H: 3.1570 8.2219 -2.0404
H: 2.7295 3.9934 -2.7061
H: 1.7911 4.4562 -4.9357
H: 4.8481 2.6895 -0.1369
H: 3.7802 0.4641 0.1872
H: -2.1877 3.1648 0.4638
H: -1.3197 5.4687 0.1922
H: 1.1066 5.8419 -0.1083
C: 0.4146 -2.9833 2.3382
P: -0.9956 -2.1800 1.4808
C: -1.4894 -3.4688 0.2980
C: -2.0126 -4.6738 0.7672
C: -2.3552 -5.6795 -0.1218
C: -2.1754 -5.4916 -1.4861
C: -1.6394 -4.3029 -1.9571
C: -1.2953 -3.2965 -1.0671
C: -2.3055 -2.2179 2.7545
C: -2.0238 -1.9603 4.0949
C: -3.0483 -1.8656 5.0282
C: -4.3669 -2.0232 4.6330
C: -4.6583 -2.2824 3.3001
C: -3.6380 -2.3790 2.3678
P: 2.1248 -2.7875 1.6365
C: 1.9507 -3.4749 -0.0472
C: 1.6513 -4.8154 -0.2929
C: 1.5744 -5.2871 -1.5913
C: 1.7979 -4.4257 -2.6612
C: 2.0943 -3.0925 -2.4293
C: 2.1745 -2.6219 -1.1236
C: 2.9714 -4.1626 2.4955
C: 4.1761 -4.6089 1.9478
C: 4.9169 -5.5936 2.5782
C: 4.4735 -6.1403 3.7762
C: 3.2857 -5.6977 4.3339
C: 2.5380 -4.7133 3.6982
H: 0.1391 -4.0385 2.4234
H: 0.4629 -2.5819 3.3512
H: -2.1690 -4.8254 1.8289
H: -2.7666 -6.6085 0.2498
H: -2.4469 -6.2768 -2.1795
H: -1.4733 -4.1651 -3.0180
H: -0.8491 -2.3828 -1.4377
H: -1.0042 -1.8333 4.4376
H: -2.8095 -1.6789 6.0675
H: -5.1644 -1.9577 5.3611
H: -5.6846 -2.4210 2.9865
H: -3.8793 -2.5936 1.3347
H: 1.4982 -5.4960 0.5373
H: 1.3484 -6.3297 -1.7742
H: 1.7519 -4.8022 -3.6751
H: 2.2825 -2.4246 -3.2608
H: 2.4299 -1.5846 -0.9309
H: 4.5308 -4.1932 1.0109
H: 5.8427 -5.9363 2.1350
H: 5.0523 -6.9095 4.2695
H: 2.9324 -6.1210 5.2650
H: 1.6110 -4.3927 4.1569
Br: -0.8482 3.5045 -3.2251
C: -2.0138 2.0892 -3.6936
C: -3.2002 2.4142 -4.3354
C: -4.0688 1.4085 -4.7302
C: -3.7530 0.0792 -4.4880
C: -2.5703 -0.2440 -3.8405
C: -1.6986 0.7610 -3.4372
I: 0.0346 0.1885 -2.4408
H: -3.4313 3.4510 -4.5360
H: -4.9845 1.6678 -5.2446
H: -4.4173 -0.7104 -4.8136
H: -2.3204 -1.2791 -3.6513

Output
Charge: +2
Multiplicity: 2
Gap between HOMO and LUMO (alpha / beta), eV: 6.0381 / 5.0741
Energy above the lowest of the compared OMol25 structures with the same formula, charge and spin, eV: 0.000

---

Here is a structure of composition C54H47BBrIN5O5RbSTe from the Open Molecules 2025 dataset. Energies are from ωB97M-V/def2-TZVPD.

Geometry (Å):
Rb: -0.8014 0.4049 -0.9022
C: 4.5363 1.7542 -1.6524
C: 3.2200 1.6431 -1.2424
N: 2.2407 1.0839 -1.9421
C: 2.5636 0.6049 -3.1975
C: 3.9112 0.7993 -3.7291
C: 4.9034 1.3819 -2.9386
C: 4.1697 0.4722 -5.1208
C: 3.1870 -0.0241 -5.9197
C: 1.8924 -0.2644 -5.4045
C: 1.5849 -0.1721 -4.0250
N: 0.4379 -0.6012 -3.4277
C: -0.0417 -1.7828 -3.8416
C: 0.6421 -2.7499 -4.6394
C: 0.0620 -3.8970 -5.1875
C: -1.3224 -4.0768 -5.1124
C: -2.0561 -3.2390 -4.2447
C: -3.4499 -3.4737 -3.9748
C: -4.1024 -2.6799 -3.0403
C: -3.4163 -1.5915 -2.5077
N: -2.1318 -1.3051 -2.7746
C: -1.4379 -2.1138 -3.5979
H: 5.2845 2.1618 -0.9346
H: 2.8747 2.0499 -0.3111
H: 5.9108 1.5949 -3.3395
H: 5.1906 0.6208 -5.4807
H: 3.4567 -0.3075 -6.9612
H: 1.1443 -0.6215 -6.0488
H: 1.7430 -2.6552 -4.8533
H: 0.6433 -4.6491 -5.7497
H: -1.8966 -4.7952 -5.6829
H: -3.9500 -4.2985 -4.4604
H: -5.1754 -2.8157 -2.8491
H: -3.9459 -0.8983 -1.8324
O: -2.5504 -1.9968 1.6411
S: -2.1244 -0.7581 2.2491
O: -0.7078 -0.5980 2.4223
N: -2.6443 0.5469 1.3762
C: -3.9002 0.6054 0.9226
C: -5.0202 -0.2004 1.2688
C: -6.3542 0.2286 1.0660
C: -6.5856 1.2948 0.2277
C: -5.5047 1.9651 -0.4260
C: -5.7082 2.8622 -1.5060
C: -4.5897 3.4487 -2.1152
C: -3.3011 3.0932 -1.7035
N: -3.1064 2.1997 -0.7317
C: -4.1331 1.6406 -0.0995
C: -2.8350 -0.6332 3.8872
C: -2.8213 0.6337 4.4905
C: -3.1237 0.6765 5.8713
C: -3.4557 -0.5160 6.5740
C: -3.5263 -1.7518 5.9285
C: -3.2616 -1.7842 4.5283
H: -4.7925 -1.1513 1.7704
H: -7.2118 -0.2576 1.5459
H: -7.5923 1.6103 -0.0719
H: -6.6831 3.1092 -1.9263
H: -4.6828 4.2598 -2.8288
H: -2.4158 3.5633 -2.1613
H: -2.4506 1.5456 3.9700
H: -3.0001 1.5808 6.4384
H: -3.5971 -0.4340 7.6615
H: -3.7696 -2.6682 6.4946
H: -3.2760 -2.6982 3.9412
O: -1.2851 3.1120 2.0030
C: -0.3632 3.0236 2.6898
Br: 2.7196 7.6045 -2.1817
C: 2.3253 6.1556 -3.2856
C: 2.8174 6.1457 -4.6143
C: 2.3982 5.2112 -5.5742
C: 1.4367 4.2835 -5.2356
C: 0.8560 4.2451 -3.9485
C: 1.3543 5.1404 -2.9722
I: 1.1472 4.3790 -1.0866
H: 3.5848 6.8740 -4.8594
H: 2.8077 5.2842 -6.5768
H: 1.1520 3.5126 -5.9672
H: 0.1231 3.4975 -3.6985
C: 1.7585 -3.8493 1.9186
Te: 2.2551 -2.8882 -0.0110
C: 0.9218 -4.4279 -0.8101
C: 0.6882 -5.4865 0.2247
C: 0.0883 -6.6993 -0.0537
C: 0.2129 -7.7442 0.8749
C: 0.6386 -7.5234 2.1564
C: 1.0210 -6.2331 2.5546
C: 1.1490 -5.2087 1.5844
H: 1.0868 -3.1898 2.4086
H: 2.6750 -3.9897 2.5316
H: 1.4506 -4.7710 -1.6967
H: 0.0446 -3.9465 -1.1743
H: -0.4621 -6.8449 -0.9552
H: -0.0676 -8.7564 0.6134
H: 0.7529 -8.3782 2.8244
H: 1.1967 -6.0649 3.6004
C: 3.2735 3.3843 5.8452
C: 2.4620 2.3940 5.0764
C: 2.0638 1.2232 5.9649
O: 1.1810 3.1395 4.7743
B: 0.9241 2.9340 3.4494
O: 1.9737 2.3072 2.7360
C: 3.0213 1.9138 3.6755
C: 3.1913 0.4033 3.5412
C: 4.3032 2.6458 3.2163
H: 2.7341 3.6767 6.7718
H: 3.4109 4.3199 5.2873
H: 4.2108 2.9548 6.1518
H: 1.7452 1.5655 6.9588
H: 2.9133 0.5479 6.1083
H: 1.2949 0.6419 5.4870
H: 2.2369 -0.0892 3.5680
H: 3.8930 -0.0186 4.2971
H: 3.6819 0.1194 2.6177
H: 4.1746 3.7677 3.3556
H: 4.5411 2.4304 2.1896
H: 5.1393 2.2956 3.8655

Output
Charge: -2
Gap between HOMO and LUMO (alpha / beta), eV: 2.2153 / 2.1947
Energy above the lowest of the compared OMol25 structures with the same formula, charge and spin, eV: 3.447

---

Here is a structure of composition C54H47N9OPSTi from the Open Molecules 2025 dataset. Energies are from ωB97M-V/def2-TZVPD.

Geometry (Å):
Ti: 0.2024 -0.4416 -0.3807
C: -3.7828 1.9230 2.3770
N: -3.2170 1.0277 1.3781
C: -1.9119 0.6722 1.2652
N: -1.7631 -0.1570 0.2407
C: -2.9987 -0.3677 -0.3187
C: -3.9199 0.3821 0.3876
C: -5.3747 0.5778 0.2345
C: -5.8639 1.4281 -0.7549
C: -7.2294 1.6186 -0.8981
C: -8.1139 0.9638 -0.0519
C: -7.6322 0.1207 0.9390
C: -6.2664 -0.0715 1.0839
C: -3.1779 -1.3222 -1.4280
C: -2.0895 -2.0324 -1.9443
C: -2.2513 -2.9639 -2.9569
C: -3.5080 -3.2020 -3.4926
C: -4.5972 -2.5004 -2.9991
C: -4.4378 -1.5774 -1.9774
P: -0.5900 1.1930 2.4157
C: 0.2492 -0.3990 2.5791
N: 0.5436 -1.2206 1.5699
C: 1.1107 -2.3384 2.1297
C: 1.1737 -2.1772 3.4950
N: 0.6229 -0.9490 3.7661
C: 0.4294 -0.3673 5.0839
C: 1.6889 -3.0897 4.5273
C: 2.7068 -2.6904 5.3910
C: 3.2026 -3.5716 6.3392
C: 2.6904 -4.8582 6.4259
C: 1.6818 -5.2635 5.5631
C: 1.1806 -4.3836 4.6173
C: 1.5299 -3.5113 1.3482
C: 0.6473 -4.0905 0.4385
C: 1.0278 -5.2067 -0.2875
C: 2.2915 -5.7539 -0.1074
C: 3.1727 -5.1821 0.7977
C: 2.7957 -4.0635 1.5245
C: 0.5834 1.9858 1.2548
N: 1.1373 1.3786 0.2117
C: 1.9858 2.2807 -0.3743
C: 1.9385 3.4592 0.3286
N: 1.0398 3.2591 1.3553
C: 0.7120 4.2131 2.4035
C: 2.6873 4.7051 0.1115
C: 4.0750 4.6563 -0.0049
C: 4.7940 5.8170 -0.2439
C: 4.1358 7.0324 -0.3632
C: 2.7538 7.0876 -0.2485
C: 2.0309 5.9285 -0.0158
C: 2.8192 1.9484 -1.5410
C: 3.6839 0.8581 -1.4882
C: 4.4760 0.5432 -2.5815
C: 4.4146 1.3223 -3.7290
C: 3.5668 2.4209 -3.7800
C: 2.7693 2.7350 -2.6897
H: -3.0979 2.7469 2.5601
H: -3.9655 1.3936 3.3114
H: -4.7235 2.3169 2.0030
H: -5.1687 1.9333 -1.4150
H: -7.6041 2.2781 -1.6697
H: -9.1798 1.1107 -0.1655
H: -8.3208 -0.3922 1.5973
H: -5.8887 -0.7411 1.8473
H: -1.0742 -1.8897 -1.5952
H: -1.3845 -3.5005 -3.3221
H: -3.6381 -3.9296 -4.2828
H: -5.5859 -2.6795 -3.4015
H: -5.3102 -1.0646 -1.6017
H: 0.4497 -1.1630 5.8230
H: -0.5350 0.1340 5.1253
H: 1.2177 0.3493 5.3142
H: 3.1298 -1.6965 5.3025
H: 3.9987 -3.2577 7.0011
H: 3.0825 -5.5475 7.1619
H: 1.2855 -6.2683 5.6254
H: 0.4002 -4.6981 3.9355
H: -0.3426 -3.6665 0.3079
H: 0.3369 -5.6532 -0.9914
H: 2.5910 -6.6228 -0.6789
H: 4.1654 -5.5928 0.9262
H: 3.4960 -3.5993 2.2073
H: 1.5344 4.9158 2.5050
H: 0.5735 3.6850 3.3434
H: -0.1963 4.7644 2.1616
H: 4.5855 3.7060 0.0884
H: 5.8711 5.7716 -0.3342
H: 4.6995 7.9373 -0.5477
H: 2.2378 8.0334 -0.3492
H: 0.9496 5.9701 0.0480
H: 3.7509 0.2656 -0.5826
H: 5.1444 -0.3064 -2.5289
H: 5.0377 1.0806 -4.5803
H: 3.5342 3.0403 -4.6679
H: 2.1118 3.5959 -2.7208
N: 1.4651 -1.6293 -1.4884
C: 2.5444 -2.0945 -1.4068
N: 3.6848 -2.6404 -1.3859
C: 4.5538 -2.3533 -0.4312
N: 5.3468 -2.1093 0.3764
O: -0.3727 0.5868 -2.1948
S: -0.4815 1.5639 -3.3311
C: 0.2799 0.7054 -4.7483
C: -0.7904 0.5428 -5.8210
C: -2.0983 0.2825 -5.0780
C: -2.1638 1.3546 -3.9983
H: 0.5749 -0.2513 -4.3106
H: 1.1736 1.2435 -5.0574
H: -0.5279 -0.2647 -6.5042
H: -0.8747 1.4568 -6.4144
H: -2.0885 -0.7062 -4.6161
H: -2.9642 0.3360 -5.7374
H: -2.7896 1.1062 -3.1406
H: -2.4653 2.3248 -4.3983

Output
Charge: +1
Multiplicity: 3
Gap between HOMO and LUMO (alpha / beta), eV: 5.9399 / 7.9884
Energy above the lowest of the compared OMol25 structures with the same formula, charge and spin, eV: 0.244